No. 1
{"formula": "C7H14NS", "method": "the ωB97M-V functional and the def2-TZVPD basis", "elements": ["C", "C", "C", "C", "C", "C", "C", "N", "S", "H", "H", "H", "H", "H", "H", "H", "H", "H", "H", "H", "H", "H", "H"], "positions_angstrom": [[0.8642, 0.4360, -0.3268], [0.0497, -0.3921, 0.2761], [2.2473, -0.2410, -0.4167], [0.5250, -1.7423, 0.5832], [0.5809, 1.7304, -1.0255], [-2.2233, 1.2251, 1.0349], [-1.9222, -0.2410, 0.5917], [1.8686, -1.7201, -0.0435], [-2.7230, -0.9534, -0.7602], [2.6353, -0.0269, -1.4963], [2.9421, 0.1775, 0.3372], [0.5362, -1.7975, 1.7376], [-0.0837, -2.5858, 0.0588], [0.2332, 1.4277, -2.0097], [1.4055, 2.3023, -1.0637], [-0.2726, 2.2539, -0.6054], [-2.0749, 1.7776, 0.1125], [-1.4938, 1.6923, 1.8789], [-3.2386, 1.4509, 1.5332], [-1.8766, -0.7791, 1.5091], [1.9974, -2.1913, -0.9597], [2.5812, -1.9578, 0.6067], [-2.5581, 0.1546, -1.5524]], "charge": 1, "lumo_energy_ev": -3.3, "orbital_gap_ev": 8.904, "de_lowest_kj_mol": 232.86, "multiplicity": 1, "homo_energy_ev": -12.2}



No. 2
{"formula": "C4H6O2", "method": "the ωB97M-V functional and the def2-TZVPD basis", "elements": ["O", "C", "C", "C", "C", "O", "H", "H", "H", "H", "H", "H"], "positions_angstrom": [[-1.7023, 1.7066, -0.6205], [-1.6343, 0.5045, -0.5409], [-0.3107, -0.2203, -0.4117], [0.8152, 0.6011, 0.2265], [0.9079, -1.2810, 0.9828], [-0.4214, -1.2795, 0.5131], [-2.5287, -0.1504, -0.5552], [-0.0042, -0.5868, -1.4086], [0.4541, 1.4513, 0.8147], [1.6646, 0.8676, -0.3999], [1.1877, -0.0654, 1.2655], [1.5721, -1.5476, 0.1342]], "charge": 0, "lumo_energy_ev": 0.5, "orbital_gap_ev": 9.100, "de_lowest_kj_mol": 546.78, "multiplicity": 1, "homo_energy_ev": -8.6}



No. 3
{"formula": "C9H16AuF6N3O6S2Sb", "method": "the ωB97M-V functional and the def2-TZVPD basis", "elements": ["Au", "C", "C", "N", "O", "C", "C", "N", "O", "H", "H", "H", "H", "H", "H", "H", "F", "C", "F", "F", "S", "O", "O", "N", "S", "O", "O", "C", "F", "F", "F", "C", "Sb", "C", "C", "H", "H", "H", "H", "H", "H", "H", "H", "H"], "positions_angstrom": [[0.2191, -0.5781, -0.9412], [-4.0720, 0.4065, -2.0670], [-2.6306, 0.4425, -1.6786], [-1.8543, -0.5654, -1.7872], [-2.4339, -1.6912, -2.3057], [-2.0548, 1.6938, -1.1148], [-2.8992, 2.8991, -0.8353], [-0.8043, 1.6848, -0.8436], [-0.0365, 2.5290, -0.3865], [-4.4115, -0.6185, -2.1656], [-4.2102, 0.9072, -3.0284], [-4.6798, 0.9251, -1.3275], [-1.9027, -2.4212, -1.9451], [-3.4879, 3.1634, -1.7134], [-2.2689, 3.7408, -0.5612], [-3.5857, 2.6967, -0.0114], [-3.4650, -3.2003, 1.2480], [-2.4571, -2.4492, 1.6536], [-2.5030, -2.2922, 2.9630], [-2.5445, -1.2479, 1.0654], [-0.8662, -3.2745, 1.1573], [-0.6078, -2.7846, -0.2015], [-1.0799, -4.6645, 1.3278], [0.1780, -2.7157, 2.2062], [1.0009, -1.4224, 1.9762], [2.1816, -1.5869, 1.1346], [0.2396, -0.2162, 1.6418], [1.6593, -1.1216, 3.6667], [0.6663, -0.8768, 4.4987], [2.3652, -2.1539, 4.0743], [2.4465, -0.0456, 3.5719], [3.0511, 2.1743, 0.9289], [2.5964, 0.6897, -0.5043], [4.3628, -0.4637, -0.6305], [2.6146, 1.6718, -2.4046], [4.0543, 2.5115, 0.6709], [3.0345, 1.7416, 1.9264], [2.3236, 2.9744, 0.8424], [5.1784, 0.2251, -0.8487], [4.2564, -1.1906, -1.4328], [4.5273, -0.9805, 0.3108], [3.6099, 2.1082, -2.5200], [1.8497, 2.4453, -2.4281], [2.4403, 0.9306, -3.1820]], "charge": 1, "lumo_energy_ev": [-3.6, -7.1], "orbital_gap_ev": [9.054, 5.771], "s_squared": 2.021, "de_lowest_kj_mol": 66.24, "multiplicity": 3, "homo_energy_ev": [-12.7, -12.8]}



No. 4
{"formula": "C31H50BrN2O2RuSSi", "method": "the ωB97M-V functional and the def2-TZVPD basis", "elements": ["Ru", "C", "C", "C", "C", "Si", "Br", "C", "C", "C", "C", "C", "C", "C", "C", "H", "H", "H", "H", "H", "H", "H", "H", "H", "H", "H", "H", "H", "H", "H", "H", "H", "H", "H", "H", "H", "H", "H", "H", "H", "H", "H", "C", "C", "N", "C", "C", "N", "H", "H", "H", "H", "H", "H", "O", "S", "C", "C", "C", "C", "C", "C", "C", "C", "C", "C", "C", "C", "H", "H", "H", "H", "H", "H", "H", "H", "H", "H", "C", "C", "C", "O", "H", "H", "H", "H", "H", "H", "H"], "positions_angstrom": [[2.5190, 3.8136, -2.0610], [-6.5539, -1.9555, 2.8194], [-6.2733, -3.1560, 3.7408], [-7.5731, -3.9872, 3.9263], [-5.8468, -2.6085, 5.1076], [-5.1309, -4.4026, 2.9321], [1.0178, 2.2135, -1.1859], [-5.5419, -5.0630, 1.2267], [-6.1116, -6.4730, 1.5431], [-4.2798, -5.1987, 0.3554], [-6.5884, -4.2866, 0.4194], [-3.8130, -5.2516, 3.9616], [-4.6580, -6.0601, 4.9837], [-2.8804, -6.2225, 3.2288], [-2.9352, -4.2294, 4.7066], [-7.2849, -1.3135, 3.3166], [-6.9706, -2.2372, 1.8569], [-5.6574, -1.3554, 2.6515], [-8.3275, -3.3290, 4.3649], [-7.4415, -4.8265, 4.6133], [-7.9830, -4.3647, 2.9893], [-6.6670, -1.9969, 5.4910], [-4.9695, -1.9661, 5.0358], [-5.6549, -3.3838, 5.8472], [-5.4072, -7.1166, 2.0703], [-6.3415, -6.9592, 0.5916], [-7.0410, -6.4311, 2.1156], [-3.5174, -5.8339, 0.7960], [-3.8378, -4.2264, 0.1275], [-4.5738, -5.6516, -0.5944], [-7.5354, -4.1620, 0.9417], [-6.7967, -4.8557, -0.4896], [-6.2245, -3.3060, 0.1129], [-5.2610, -6.8369, 4.5077], [-5.3117, -5.4374, 5.5945], [-3.9653, -6.5625, 5.6637], [-3.4062, -7.0078, 2.6886], [-2.2559, -6.7133, 3.9791], [-2.2129, -5.7070, 2.5385], [-3.4995, -3.5640, 5.3525], [-2.3400, -3.6270, 4.0171], [-2.2366, -4.7830, 5.3385], [2.5728, 7.2097, -2.1321], [1.2768, 6.5295, -2.3805], [1.0479, 5.2088, -2.3679], [-0.3083, 5.0109, -2.6145], [-0.8852, 6.2183, -2.7830], [0.1223, 7.1478, -2.6261], [3.3550, 6.7795, -2.7584], [2.8619, 7.1161, -1.0835], [2.4987, 8.2709, -2.3607], [-0.7445, 4.0300, -2.6559], [-1.9017, 6.4978, -2.9952], [0.0091, 8.1502, -2.6746], [4.0629, 3.1037, -1.1269], [5.5913, 3.4689, -1.4693], [6.4242, 3.0335, 0.0018], [6.8869, 4.1085, 0.7583], [7.5614, 3.8482, 1.9398], [7.7614, 2.5351, 2.3414], [7.2969, 1.4702, 1.5720], [6.6260, 1.7097, 0.3892], [6.0171, 2.2319, -2.6543], [7.0903, 2.5357, -3.4816], [7.4836, 1.5968, -4.4233], [6.7942, 0.3966, -4.5358], [5.7123, 0.1188, -3.7072], [5.3135, 1.0374, -2.7487], [6.7350, 5.1267, 0.4222], [7.9376, 4.6658, 2.5384], [8.2961, 2.3341, 3.2601], [7.4733, 0.4533, 1.8937], [6.2835, 0.8889, -0.2263], [7.6132, 3.4807, -3.3946], [8.3222, 1.8068, -5.0726], [7.1015, -0.3293, -5.2765], [5.1837, -0.8198, -3.8030], [4.4770, 0.8299, -2.0936], [2.7083, 5.4978, -5.5213], [3.1085, 4.1673, -4.9212], [4.2930, 3.5196, -5.6027], [3.4870, 4.3978, -3.5137], [2.4038, 5.3412, -6.5562], [3.5516, 6.1888, -5.5165], [1.8653, 5.9436, -4.9932], [2.2553, 3.4811, -4.9160], [5.1501, 4.1934, -5.5937], [4.0323, 3.3089, -6.6401], [4.5649, 2.5811, -5.1196]], "charge": 3, "lumo_energy_ev": [-8.5, -10.3], "orbital_gap_ev": [7.541, 5.702], "s_squared": 6.019, "de_lowest_kj_mol": 0.00, "multiplicity": 5, "homo_energy_ev": [-16.0, -16.0]}



No. 5
{"formula": "C4H22NO8", "method": "the ωB97M-V functional and the def2-TZVPD basis", "elements": ["C", "O", "C", "C", "C", "O", "N", "H", "H", "H", "H", "H", "H", "H", "H", "H", "H", "H", "H", "O", "H", "H", "O", "H", "H", "O", "H", "H", "O", "H", "H", "O", "H", "H", "O"], "positions_angstrom": [[-0.8343, 0.7242, -0.2219], [-0.4128, 2.0900, -0.5464], [-1.9098, 0.8796, 0.8456], [-2.2102, -0.5232, 1.4095], [-2.7059, -1.5679, 0.4329], [-1.1022, -0.9825, 2.2054], [-3.0582, 1.6010, 0.3833], [0.0850, 0.2369, 0.0765], [-1.1936, 0.3262, -1.1706], [-1.5691, 1.4081, 1.7385], [-2.9427, -0.3729, 2.2155], [-3.5926, -1.2095, -0.0921], [-1.9705, -1.8270, -0.3325], [-2.9022, -2.4411, 1.0561], [-0.4846, -1.4765, 1.6283], [-3.5919, 1.1938, -0.3732], [-2.8979, 2.5628, 0.1261], [2.1894, 0.5100, -2.0471], [2.6309, 1.9511, -1.9284], [1.8730, 1.4218, -2.2082], [1.7864, 1.6339, 0.9787], [0.8568, 0.9770, 1.9522], [1.7555, 1.3281, 1.8941], [0.2208, 2.0054, -1.2841], [2.3012, -2.0400, -1.2147], [1.7027, -1.2944, -1.1142], [2.2054, -1.1458, 1.5582], [1.1880, -1.3936, 0.3650], [1.3526, -1.5396, 1.3728], [2.9968, -0.2722, -0.5334], [4.0089, 0.8113, -0.0165], [3.9006, 0.1174, -0.6734], [0.0254, -1.6142, -1.9325], [-0.4209, -1.2634, -3.3356], [-0.5502, -1.9385, -2.6589]], "charge": -1, "lumo_energy_ev": 3.3, "orbital_gap_ev": 8.891, "de_lowest_kj_mol": 0.00, "multiplicity": 1, "homo_energy_ev": -5.6}



No. 6
{"formula": "C4H8O2", "method": "the ωB97M-V functional and the def2-TZVPD basis", "elements": ["C", "C", "C", "C", "O", "O", "H", "H", "H", "H", "H", "H", "H", "H"], "positions_angstrom": [[-1.3306, -0.6592, 0.4594], [0.1044, -0.3534, 0.5950], [1.4665, 0.9386, -1.3338], [0.2134, 0.9302, -0.4963], [-1.4053, -1.8951, 1.4399], [-0.5602, 1.8466, -0.4885], [-1.3956, -1.5805, 2.3525], [-1.6119, -1.0784, -0.5037], [-1.9888, 0.1262, 0.8348], [0.7583, -1.1559, 0.2623], [0.3918, 0.0659, 1.5586], [2.3087, 1.3440, -0.7749], [1.7415, -0.0599, -1.6713], [1.3077, 1.5308, -2.2341]], "charge": 0, "lumo_energy_ev": 0.8, "orbital_gap_ev": 10.109, "de_lowest_kj_mol": 178.16, "multiplicity": 1, "smiles": "CC(=O)CCO", "homo_energy_ev": -9.3}



Question: Look up the multiplicity of the sixth one.
Answer: 1